# C34H36AsIrN3O7P

C34H36AsIrN3O7P as an isolated structure at a distorted geometry (the ωB97M-V functional and the def2-TZVPD basis, the OMol25 dataset).

XYZ file:
```
83
Properties=species:S:1:pos:R:3:forces:R:3:mulliken_charge:R:1
Ir 1.22908 0.33059 0.01100 0.3 1.4 -1.2 3.65
C 5.75429 -0.63264 -1.29783 0.0 0.0 0.0 -0.97
N 4.59480 -0.06979 -2.00409 0.0 0.0 0.0 0.23
C 4.66668 0.32341 -3.30823 -0.1 0.0 0.0 -0.25
C 3.60727 0.85679 -3.95184 0.1 0.0 0.0 -1.11
C 2.38732 0.99193 -3.22667 -0.2 0.1 -0.1 0.88
N 2.32719 0.57989 -1.96090 -0.3 -0.3 0.3 0.03
C 3.41893 0.09199 -1.34331 0.1 -0.2 -0.2 0.26
O 3.27590 -0.21695 -0.13253 -0.2 0.2 0.2 -0.78
N 1.29946 1.52049 -3.77451 0.0 0.0 0.0 -0.31
H 6.38207 -1.14904 -2.01836 0.0 0.0 0.0 0.39
H 5.40229 -1.33651 -0.55084 0.0 0.0 0.0 0.32
H 6.32185 0.15965 -0.81362 0.0 0.0 0.0 0.32
H 5.62506 0.18404 -3.78856 0.0 0.0 0.0 0.44
H 3.68637 1.17073 -4.98089 0.0 0.0 0.0 0.44
H 1.30622 1.85793 -4.72166 0.0 0.0 0.0 0.25
H 0.48492 1.69217 -3.20665 0.0 0.0 0.0 0.13
O -0.70669 0.95183 -0.07660 0.4 -0.2 0.0 -0.77
C -0.51336 2.21651 -0.22661 -0.5 0.2 0.1 -0.19
O 0.67022 2.64129 -0.19745 0.6 -0.6 0.1 -0.96
C -1.67605 3.08760 -0.42684 0.2 0.1 0.0 0.30
C -1.46886 4.45362 -0.59354 0.0 0.0 0.0 -0.54
C -2.53672 5.33160 -0.77017 0.0 0.0 0.0 -1.20
C -3.79506 4.77674 -0.76905 0.0 -0.1 0.0 0.92
O -4.97753 5.40494 -0.91365 0.0 0.0 0.0 -0.47
C -5.99609 4.39786 -0.84645 0.0 0.0 0.0 -0.27
O -5.33703 3.14316 -0.64514 0.0 0.0 0.0 -0.51
C -4.00520 3.40761 -0.60583 0.0 0.0 0.0 1.07
C -2.97145 2.53384 -0.43233 0.0 -0.1 0.0 -1.32
H -0.45528 4.83114 -0.58578 0.0 0.0 0.0 0.52
H -2.39175 6.39427 -0.89915 0.0 0.0 0.0 0.45
H -6.54320 4.37660 -1.78824 0.0 0.0 0.0 0.27
H -6.65242 4.60631 -0.00257 0.0 0.0 0.0 0.27
H -3.13088 1.47300 -0.30119 0.0 0.0 0.0 0.60
O 0.81776 -1.50279 -0.72923 0.6 0.4 0.5 -0.46
As -0.41722 -2.47166 -0.05489 -0.2 -0.2 -0.1 1.46
C -1.00785 -1.76469 1.60399 0.1 0.0 0.0 0.14
C -2.29747 -1.25895 1.71937 0.0 0.0 0.1 -0.49
C -2.70946 -0.73138 2.93409 0.0 0.0 0.0 -0.75
C -1.83546 -0.71416 4.01240 0.0 0.0 0.0 -0.62
C -0.54612 -1.21817 3.88845 0.0 0.0 0.0 -0.88
C -0.12276 -1.74624 2.67991 -0.1 0.0 0.0 -0.17
C -1.82300 -2.45678 -1.34167 0.0 0.0 0.1 0.13
C -2.80826 -3.43783 -1.29237 0.0 0.0 0.0 -0.29
C -3.85068 -3.39943 -2.20560 0.0 0.0 0.0 -0.72
C -3.89953 -2.38908 -3.15695 0.0 0.0 0.0 -0.54
C -2.90924 -1.41642 -3.20340 0.0 0.0 0.0 -0.70
C -1.86452 -1.44393 -2.29244 0.0 0.0 0.0 -0.31
C 0.27558 -4.22652 0.18708 -0.1 0.1 0.0 0.25
C 1.00238 -4.80281 -0.85125 0.0 0.0 0.0 -0.50
C 1.45967 -6.10230 -0.71106 0.0 0.0 0.0 -0.74
C 1.18338 -6.81641 0.44934 0.0 0.0 0.0 -0.45
C 0.45239 -6.23817 1.47668 0.0 0.0 0.0 -0.77
C -0.00899 -4.93519 1.34946 0.0 0.0 0.0 -0.21
H -2.97292 -1.27788 0.87311 0.0 0.0 0.0 0.40
H -3.71262 -0.34134 3.04045 0.0 0.0 0.0 0.48
H -2.16529 -0.31466 4.96262 0.0 0.0 0.0 0.44
H 0.12316 -1.21326 4.73882 0.0 0.0 0.0 0.57
H 0.88097 -2.14229 2.57683 0.0 0.0 0.0 0.51
H -2.76047 -4.23376 -0.55753 0.0 0.0 0.0 0.46
H -4.62020 -4.15862 -2.17809 0.0 0.0 0.0 0.43
H -4.71249 -2.36296 -3.87007 0.0 0.0 0.0 0.42
H -2.95347 -0.63701 -3.95245 0.0 0.0 0.0 0.44
H -1.08616 -0.69260 -2.31138 0.0 0.0 0.0 0.39
H 1.20994 -4.24174 -1.75432 0.0 0.0 0.0 0.39
H 2.02527 -6.56374 -1.50913 0.0 0.0 0.0 0.41
H 1.53805 -7.83339 0.54969 0.0 0.0 0.0 0.41
H 0.23719 -6.80003 2.37522 0.0 0.0 0.0 0.43
H -0.58309 -4.48270 2.14801 0.0 0.0 0.0 0.41
C 3.37405 2.93768 1.79096 0.0 0.0 0.1 -1.17
P 2.03952 2.16688 2.70407 0.0 0.3 -0.1 1.38
C 2.65751 1.65279 4.30300 -0.1 -0.1 -0.1 -1.18
C 0.77754 3.40580 2.98288 0.0 -0.1 0.0 -1.08
O 1.50648 0.95727 1.95677 -0.6 -0.9 0.2 -1.03
H 3.86297 3.70664 2.38969 0.0 0.0 0.0 0.47
H 2.96346 3.39165 0.88832 0.0 0.0 0.0 0.26
H 4.10249 2.17110 1.52420 0.0 0.0 0.0 0.25
H 3.02122 2.51348 4.86439 0.0 0.0 0.0 0.43
H 3.46594 0.93427 4.17196 0.0 0.0 0.0 0.35
H 1.84715 1.18129 4.85922 0.0 0.0 0.0 0.33
H 1.20539 4.26022 3.50896 0.0 0.0 0.0 0.46
H -0.02199 2.98003 3.58999 0.0 0.0 0.0 0.36
H 0.37740 3.72717 2.02196 0.0 0.0 0.0 0.15
```
Positions in Å, forces in eV/Å.

Properties
Energy above the lowest of the compared OMol25 structures with the same formula, charge and spin ... 30.4 kcal per mole
Total charge ... +2
LUMO (alpha / beta) ... -5.71 / -5.75 eV



# C34H36BrInN8O4Si

C34H36BrInN8O4Si as an isolated structure (the ωB97M-V functional and the def2-TZVPD basis, the OMol25 dataset).

XYZ file:
```
85
Properties=species:S:1:pos:R:3:forces:R:3:mulliken_charge:R:1
In -0.05527 0.58100 -1.20031 -0.3 0.1 0.3 2.16
N -4.24363 -0.91434 -0.98209 0.1 0.1 0.1 -0.02
C -4.55551 0.37149 -0.58250 0.0 0.0 0.0 -1.00
C -3.36563 0.99890 -0.38532 -0.2 0.0 0.0 -0.20
N -2.34228 0.12478 -0.64655 0.0 -0.1 -0.2 0.41
C -2.90114 -1.00908 -1.01256 0.0 0.0 0.0 -0.06
C -2.05130 -2.10693 -1.43656 0.0 0.2 0.0 -0.12
N -0.75714 -1.92446 -1.38017 0.1 -0.1 0.1 0.39
C -0.18667 -3.05832 -1.88348 0.0 -0.1 0.0 -0.41
C -1.16208 -3.93824 -2.24562 0.0 0.0 0.0 -1.00
N -2.35758 -3.31945 -1.95109 0.1 0.0 0.0 0.01
H -4.90361 -1.62208 -1.24738 0.0 0.0 0.0 0.17
H -5.57145 0.70955 -0.48642 0.0 0.0 0.0 0.41
H -3.17547 2.02486 -0.12504 0.0 0.0 0.0 0.33
H 0.88038 -3.16677 -1.95853 0.0 0.0 0.0 0.48
H -1.12185 -4.92117 -2.68022 0.0 0.0 0.0 0.42
H -3.26938 -3.68378 -2.15722 0.0 0.0 0.0 0.17
Br 1.04254 -2.70013 11.85317 0.0 0.0 0.0 -0.19
C 0.96005 -2.11602 10.05307 0.0 0.0 0.0 0.13
C 0.15041 -1.04358 9.72229 0.0 0.0 0.0 -0.57
C 0.09390 -0.62781 8.40109 0.1 -0.1 0.1 -0.11
C 0.83791 -1.28187 7.42886 0.0 0.1 0.2 0.05
C 1.65539 -2.35623 7.77452 0.0 0.0 0.1 -0.25
C 1.71602 -2.77353 9.09151 0.0 0.0 0.0 -0.67
N 0.70345 -0.77308 6.10888 -0.3 0.2 0.1 -0.29
N 1.34486 -1.41849 5.27037 0.1 -0.2 -0.4 0.02
C 1.25711 -1.04861 3.92271 0.1 0.0 0.0 -0.58
C 2.04220 -1.84181 3.10587 0.0 0.1 -0.1 0.13
C 2.13695 -1.67891 1.72632 0.0 0.0 0.0 -1.76
C 1.40676 -0.68367 1.09494 0.0 0.0 0.0 0.45
O 1.46377 -0.46821 -0.17788 0.2 -0.1 -0.1 -0.48
C 0.56292 0.15766 1.92491 0.0 0.0 0.1 0.45
N -0.11902 1.10910 1.24871 0.0 -0.1 -0.2 0.25
C -0.87374 1.96077 1.90370 -0.1 0.1 0.0 -0.28
C -1.00766 1.90676 3.29531 0.0 0.0 0.0 -1.45
C -0.34697 0.93587 4.00245 0.0 0.0 0.0 -0.45
C 0.48378 0.00754 3.32898 0.1 -0.1 -0.1 0.52
H -0.42515 -0.53912 10.48569 0.0 0.0 0.0 0.39
H -0.52842 0.20869 8.11211 0.0 0.0 0.0 0.41
H 2.23692 -2.85103 7.01017 0.0 0.0 0.0 0.38
H 2.34823 -3.60341 9.37566 0.0 0.0 0.0 0.39
H 2.60989 -2.62465 3.59273 0.0 0.0 0.0 0.50
H 2.77809 -2.31663 1.13383 0.0 0.0 0.0 0.48
H -1.38680 2.71422 1.31473 0.0 0.0 0.0 0.54
H -1.63245 2.63191 3.79832 0.0 0.0 0.0 0.46
H -0.44020 0.87389 5.07191 0.0 0.0 0.1 0.62
C 1.15997 3.91347 -2.74574 0.0 0.0 0.0 -1.65
C 0.92691 3.66934 -1.26330 0.0 0.0 0.1 1.94
C 1.57697 4.72385 -0.39107 0.0 0.0 0.0 -1.87
O 1.51544 2.37346 -0.96207 0.0 0.1 -0.1 -0.41
C -0.59806 3.59181 -1.02046 0.0 0.1 0.0 -0.23
O -1.20787 4.59220 -0.67418 0.1 -0.1 0.0 -0.75
O -1.13391 2.44064 -1.24427 0.1 0.1 0.0 -0.56
H 2.22812 3.99071 -2.94848 0.0 0.0 0.0 0.43
H 0.67420 4.84278 -3.04335 0.0 0.0 0.0 0.43
H 0.74096 3.09529 -3.33550 0.0 0.0 0.0 0.14
H 2.64742 4.76908 -0.59665 0.0 0.0 0.0 0.41
H 1.42393 4.49683 0.66753 0.0 0.0 0.0 0.44
H 1.12611 5.69460 -0.58149 0.0 0.0 0.0 0.38
H 1.67023 2.32522 -0.00918 0.0 0.0 0.0 0.27
C 1.74759 0.61980 -5.74186 0.0 -0.1 0.0 -1.29
Si 1.81575 -0.09193 -3.99438 0.1 -0.1 0.0 0.65
C 3.17084 0.73754 -3.00495 0.0 0.0 0.0 -0.94
C 2.41309 -1.88894 -4.11878 0.0 0.1 0.0 -1.40
N 0.26715 0.16622 -3.23757 0.0 0.1 -0.1 0.38
C -0.90515 -0.19234 -3.91298 0.0 -0.1 0.0 -0.26
C -2.11102 0.49887 -3.70582 -0.1 0.1 -0.1 -0.11
C -3.29119 0.09373 -4.30866 0.0 0.0 0.0 -0.76
C -3.32401 -1.00222 -5.16294 0.0 0.0 0.0 -0.77
C -2.13678 -1.67607 -5.40805 0.0 0.0 0.0 -0.78
C -0.95631 -1.28562 -4.79364 0.0 0.0 0.0 0.07
H 2.53939 1.35766 -5.88902 0.0 0.0 0.0 0.42
H 0.79274 1.11846 -5.92101 0.0 0.0 0.0 0.29
H 1.86644 -0.14909 -6.50759 0.0 0.0 0.0 0.37
H 4.12567 0.36286 -3.38661 0.0 0.0 0.0 0.48
H 3.12882 0.49655 -1.94127 0.0 0.0 0.0 0.12
H 3.17500 1.82231 -3.10159 0.0 0.0 0.0 0.16
H 3.42222 -1.86510 -4.54316 0.0 0.0 0.0 0.43
H 1.81736 -2.54622 -4.75317 0.0 0.0 0.0 0.45
H 2.50484 -2.35137 -3.13437 0.0 0.0 0.0 0.27
H -2.12615 1.37864 -3.07341 0.1 0.0 0.0 0.65
H -4.19387 0.66320 -4.11598 0.0 0.0 0.0 0.46
H -4.24413 -1.30708 -5.64481 0.0 0.0 0.0 0.40
H -2.12055 -2.52456 -6.08262 0.0 0.0 0.0 0.43
H -0.05929 -1.86013 -4.98141 0.0 0.0 0.0 0.10
```
Positions in Å, forces in eV/Å.

Properties
Energy above the lowest of the compared OMol25 structures with the same formula, charge and spin ... 0.0 kcal per mole
Total charge ... 0
LUMO ... -0.45 eV